DFT (wB97M-V/def2-TZVPD) results for the molecule C6H10N2.

* net charge: 0
* Kohn-Sham gap: 10.25 eV
* relative energy (zero: lowest compared OMol25 entry of this formula, charge and spin): 37.5 kcal/mol
* highest occupied orbital energy: -9.9 eV
* structure (SMILES): [H]/N=C\C(=N\[H])[C@@H](C)C=C
* E_tot: -9362.810 eV
* maximum force: 1.90 eV/A

Each line ends with the Mulliken charge.
Cartesian coordinates (Å):
H: 0.42535 1.47905 0.09100  0.280
C: -0.64951 -0.00839 -2.03468  -0.133
C: 1.20375 -0.52314 0.25730  -0.276
H: 0.15116 0.66246 -2.38086  0.363
H: 3.24199 -0.97062 -0.06159  0.267
C: -1.02525 0.08397 -0.57303  0.331
H: -1.96640 -1.32957 -2.24267  0.296
H: 0.45930 0.88629 2.49538  0.389
H: 2.81453 0.83418 -0.03489  0.261
H: -2.42497 -0.12045 0.74189  0.258
C: 0.08395 0.48098 0.39459  0.885
C: 2.48448 -0.19765 0.03809  -0.723
H: 0.93958 -1.57886 0.33002  0.276
H: -1.19289 1.24776 1.98016  0.426
C: -0.36095 0.54719 1.85246  -1.865
H: -0.68869 -0.43250 2.22020  0.416
N: -1.24435 -0.85220 -2.81057  -0.659
N: -2.25107 -0.20850 -0.26278  -0.794

=====

DFT (wB97M-V/def2-TZVPD) results for a cluster of 4 separate species, C39H58BrNO16PSSi in total.

* net charge: +1
* Kohn-Sham gap: 7.91 eV
* highest occupied orbital energy: -10.8 eV
* E_tot: -173669.858 eV
* maximum force: 2.22 eV/A

Each line ends with the Mulliken charge.
Cartesian coordinates (Å):
C: -2.74354 -3.30529 1.46881  -0.133
C: 2.51876 0.85264 -7.64664  -1.097
O: 5.83477 4.25728 -3.25087  -0.631
C: 3.88130 1.09673 1.34214  -1.151
S: -4.76618 -1.05096 -0.71306  -0.118
C: -3.73713 -2.42989 2.26804  -0.046
H: 2.32657 5.80997 -4.10977  0.492
C: 1.37440 0.12086 -7.13829  1.124
H: -4.64475 -5.40975 5.77877  0.464
H: -6.41152 0.79336 2.54378  0.403
O: 7.96589 7.63440 -6.71371  -0.613
H: 8.40059 7.79511 -4.12207  0.426
C: 7.19220 6.12647 -3.60512  0.402
H: 6.87750 5.42934 -1.91556  0.346
H: 0.03219 -0.85016 1.64592  0.229
C: -6.38879 -0.64724 4.01865  -1.082
H: 4.49164 0.49920 -10.02377  0.365
C: -2.11284 -1.62201 -0.01798  0.205
C: 3.16562 0.40500 -8.73194  0.471
H: 0.93322 0.61281 3.74635  0.198
H: -7.22620 -1.11420 3.51469  0.347
H: -4.71368 -2.77058 1.93944  0.483
H: -3.99534 -2.02443 4.43237  -0.014
C: 1.75298 2.50685 -3.06522  0.217
H: -0.59700 -5.55866 3.17686  0.228
H: -3.16801 0.51152 7.32798  0.413
C: 2.22347 5.13623 -2.09885  0.202
C: 1.59931 -1.58651 -8.92251  -0.974
H: -1.76337 1.17524 6.46253  0.401
O: 7.39119 6.17125 -2.29134  -0.573
Si: 2.25766 0.22749 1.69821  0.680
H: -4.40928 -3.71346 6.19564  0.438
O: 1.29562 0.07371 0.29220  -0.391
C: -3.26676 0.32373 5.16537  -0.209
C: 7.75023 6.99815 -4.45333  -0.970
H: -1.14620 0.34464 -0.29193  0.153
H: 2.81318 1.75231 -7.12268  0.583
H: 2.41047 6.14419 -0.55221  0.357
H: -1.96210 -0.54665 6.59601  0.333
O: -2.28518 -5.47980 0.03078  -0.446
C: 7.48607 6.88987 -5.88159  0.955
C: 1.79154 2.66567 -1.73396  -0.589
C: 2.71730 -1.46576 2.39030  -1.158
H: 5.34798 4.13818 -5.83276  0.587
H: -0.69595 -4.11089 4.17044  0.007
O: -0.08595 -1.76850 -7.30410  -0.579
H: -5.76760 -1.34831 4.56118  0.186
H: -0.36000 -1.23193 -6.53511  0.347
H: -2.49438 -5.13368 6.89317  0.544
C: 1.37247 1.27470 3.00439  -1.051
H: -1.81798 -0.06752 2.03801  -0.457
O: -5.07522 -0.52157 1.91499  -0.248
C: -2.31494 -0.12858 4.06354  -0.532
H: -2.55333 -6.27980 4.26357  0.419
C: 6.01041 4.92663 -5.50359  -1.213
C: 6.29327 5.02248 -4.08051  1.054
H: -3.08857 0.96964 2.42766  0.575
H: -5.40664 -4.08049 3.88479  0.480
C: -4.34632 -4.11378 4.10098  -0.841
Br: -5.22342 -5.49460 1.00183  -0.247
C: 0.95828 -1.13817 -7.83795  0.352
H: 1.64185 1.84303 -1.04836  0.804
H: -2.62014 -2.94626 3.99190  -0.246
C: 2.73734 -0.84371 -9.45045  0.854
H: 4.17308 1.55543 2.28393  0.372
H: -3.88563 -4.87331 3.48056  0.043
H: -2.68211 -6.36992 -0.01553  0.338
H: -1.46668 -6.57120 5.57618  0.429
H: 0.25060 -5.47407 4.69480  0.441
H: 0.53360 1.77914 2.52882  0.280
H: -3.14653 0.25480 0.31360  0.621
H: -3.59305 1.33376 4.92148  0.454
H: 1.30810 -2.49149 -9.43630  0.428
H: -0.53333 -0.91962 -1.33611  0.470
H: 0.75471 -1.89607 0.42795  0.383
H: -2.35951 -2.05008 -0.97713  0.784
N: -3.72770 -0.95575 1.95482  0.823
H: 3.50849 -1.33546 3.12081  0.380
O: 1.53042 1.33651 -3.64365  -0.578
H: -2.30532 -4.01294 2.15947  0.089
C: -0.67022 -5.19794 4.19991  -0.911
O: 0.72994 0.47600 -6.16283  -0.761
H: -5.01599 0.94974 3.46458  0.370
H: -6.80353 0.03755 4.74986  0.420
C: -3.35054 -0.79532 0.42643  -0.121
C: -5.63481 0.19226 3.00453  -0.239
H: 6.86842 6.50410 -8.04169  0.365
H: -1.89793 -1.08848 4.34428  -0.013
O: 1.94520 3.45037 -5.19996  -0.600
H: 2.03248 2.00943 3.44036  0.565
C: 0.29882 -0.92915 0.59087  -0.416
H: -2.05389 -3.84094 5.82897  0.266
C: -2.73732 -0.04194 2.60493  0.156
C: 6.56578 5.80028 -6.35373  0.433
C: -0.88085 -0.70880 -0.33500  -1.443
C: -2.59957 -4.78045 5.87663  -0.776
H: -4.16704 -0.26885 5.27148  0.013
C: -1.87719 -5.78825 4.95211  -0.499
H: 3.80641 1.90141 0.61869  0.212
O: 6.34750 5.76823 -7.66142  -0.566
O: 2.09917 4.18853 0.03601  -0.716
H: -1.46434 0.54018 4.13551  0.523
C: -4.07098 -4.51746 5.54501  -1.312
H: 1.86759 -1.87757 2.93290  0.207
H: 1.54229 1.49847 -4.61388  0.161
O: 2.42720 6.31358 -1.51478  -0.595
C: -2.50634 0.38811 6.48210  -1.659
H: -5.37320 -2.14122 -0.21952  0.175
C: 1.96602 3.66396 -4.00256  0.971
C: -3.66603 -2.80313 3.75332  0.142
O: 3.36012 -1.18023 -10.43714  -0.605
H: 2.96024 -2.17529 1.60745  0.346
C: 2.18834 4.98296 -3.42739  -1.000
O: -1.66997 -2.59727 0.91354  -0.296
P: -3.50423 -4.38524 0.09575  0.046
O: 4.21703 1.02482 -9.24537  -0.558
C: 2.03761 3.97682 -1.16483  1.060
H: 4.66774 0.39544 1.09517  0.379

=====

Which of these has the highest net charge? C39H58BrNO16PSSi

=====

Which value of Kohn-Sham gap does entry 2 give? 7.91 eV